Here is a 3-piece molecular cluster, C41H47NO11 overall from OMol25. Energies are from ωB97M-V/def2-TZVPD.

Structure (XYZ):
```
100
Properties=species:S:1:pos:R:3:forces:R:3
C -3.5891 0.9112 3.8398 0.0 -0.2 0.0
C -4.1028 -0.4444 3.3602 0.1 0.0 0.1
C -3.0625 -1.5583 3.5039 -0.1 -0.2 -0.4
C -3.2809 -2.7097 2.5079 0.0 0.3 0.0
C -2.5523 -2.4799 1.1868 -0.1 0.2 0.1
C -2.8837 -3.5304 0.1287 0.2 -0.2 0.0
C -1.8179 -3.7424 -0.9706 -0.2 0.1 0.0
C -0.9062 -2.5447 -1.2750 0.1 -0.1 -0.3
C -0.5030 -2.4434 -2.7583 -0.1 0.0 0.2
C 0.9200 -1.9325 -2.9792 0.0 0.0 -0.2
C 1.1158 -0.4364 -2.8813 0.1 0.1 0.1
C 0.1446 0.4387 -3.3474 0.1 -0.1 0.1
C 0.2866 1.8166 -3.2945 0.1 0.0 0.0
O -0.6930 2.6014 -3.8237 0.0 0.1 0.1
C 1.4213 2.4297 -2.7418 0.0 -0.1 0.0
C 1.6012 3.9302 -2.6462 0.0 0.1 0.1
C 0.3796 4.8176 -2.4061 -0.1 0.2 0.0
C 0.8109 6.2803 -2.2234 0.1 0.0 -0.1
C 1.2006 6.6167 -0.7859 0.0 0.0 -0.1
C 1.9976 7.9102 -0.6468 0.0 0.2 0.0
N 2.6737 8.1229 0.6345 -0.2 -0.1 -0.1
C 2.4082 1.5497 -2.2824 -0.1 -0.1 0.0
C 2.2700 0.1466 -2.3407 0.0 0.1 -0.1
C 3.3885 -0.6839 -1.8114 0.0 0.1 0.0
O 3.7218 -1.7477 -2.2909 -0.1 -0.1 0.2
C 4.0961 -0.1145 -0.6272 0.0 0.0 0.0
C 4.6120 -0.9188 0.3788 0.1 0.0 0.0
C 5.2494 -0.3260 1.4591 0.0 0.0 0.0
C 5.4030 1.0540 1.5149 0.0 0.0 0.0
C 4.9189 1.8549 0.4932 0.0 0.0 -0.1
C 4.2467 1.2661 -0.5698 0.0 0.0 0.1
C 3.6895 2.0714 -1.6951 0.0 0.0 0.0
O 4.2547 3.0649 -2.0962 -0.1 0.0 0.1
H -3.0814 0.7904 4.7979 0.0 0.1 0.0
H -4.3991 1.6284 3.9736 0.0 0.1 -0.1
H -2.8737 1.3201 3.1257 0.0 0.1 0.0
H -4.4017 -0.3810 2.3099 -0.1 0.1 0.0
H -4.9939 -0.7141 3.9332 -0.1 -0.1 -0.1
H -3.0751 -1.9540 4.5179 0.1 0.2 0.1
H -2.0720 -1.1317 3.3153 0.1 0.0 0.2
H -4.3520 -2.7858 2.2953 0.0 -0.2 0.1
H -2.9427 -3.6522 2.9422 -0.1 -0.1 0.0
H -2.8317 -1.4847 0.8236 0.1 0.0 0.0
H -1.4764 -2.4406 1.3756 0.0 -0.1 0.0
H -3.8392 -3.2930 -0.3427 -0.1 0.1 0.1
H -3.0352 -4.4836 0.6431 -0.1 0.0 -0.1
H -1.1991 -4.6001 -0.7033 0.1 0.0 0.0
H -2.3325 -4.0181 -1.8949 0.0 -0.1 0.0
H 0.0145 -2.6375 -0.6961 -0.1 0.2 0.2
H -1.4059 -1.6217 -0.9838 0.1 0.1 0.1
H -0.5849 -3.4255 -3.2286 0.0 -0.1 0.0
H -1.2253 -1.8037 -3.2651 -0.1 -0.1 -0.2
H 1.5795 -2.4272 -2.2688 0.0 0.0 0.0
H 1.2688 -2.2307 -3.9732 -0.1 0.1 0.1
H -0.7638 0.0486 -3.7905 0.0 0.0 0.0
H -1.4488 2.0482 -4.0454 0.0 0.0 -0.1
H 2.2928 4.1200 -1.8262 0.1 0.0 -0.1
H 2.1176 4.2846 -3.5422 0.0 0.0 0.0
H -0.1408 4.4962 -1.4991 -0.1 -0.1 -0.1
H -0.3194 4.7501 -3.2331 0.0 0.0 0.0
H 0.0129 6.9423 -2.5662 0.0 0.1 0.1
H 1.6665 6.4781 -2.8795 0.0 0.0 0.0
H 1.8004 5.7943 -0.3811 0.0 0.0 0.1
H 0.2880 6.7005 -0.1892 0.0 -0.2 0.2
H 1.3344 8.7635 -0.8050 0.0 0.0 -0.1
H 2.7529 7.9550 -1.4352 0.0 0.0 0.0
H 3.2180 7.2989 0.8639 0.1 0.0 0.1
H 1.9851 8.2253 1.3707 0.0 0.0 0.1
H 4.5100 -1.9938 0.3129 0.0 0.0 0.0
H 5.6386 -0.9394 2.2614 0.0 0.0 0.0
H 5.9094 1.5044 2.3574 0.0 0.0 0.0
H 5.0579 2.9268 0.5203 0.0 0.0 -0.1
O -3.7896 -0.9759 6.7573 0.1 -0.1 0.0
C -4.7906 -0.8564 7.4410 -0.1 0.2 -0.1
C -5.6558 0.3032 7.4307 0.1 0.0 -0.1
C -6.7285 0.3175 8.2346 0.0 0.1 0.0
O -7.5855 1.3220 8.3073 0.0 0.0 0.0
C -7.0648 -0.8354 9.1535 0.1 -0.2 0.0
O -8.0566 -0.7058 9.8467 -0.1 0.0 0.0
C -6.2052 -2.0010 9.1528 -0.1 0.0 0.1
C -5.1344 -2.0157 8.3472 0.0 -0.1 0.0
O -4.2830 -3.0257 8.2652 0.0 0.0 0.0
H -5.4066 1.1229 6.7714 0.0 0.0 0.0
H -8.2539 1.0610 8.9717 0.0 0.0 0.0
H -6.4572 -2.8245 9.8055 0.0 0.0 0.0
H -3.6063 -2.7580 7.6125 0.0 0.0 0.0
O 2.2451 -2.2056 -6.0166 0.0 0.1 -0.1
C 3.0858 -3.0893 -6.0285 0.1 -0.1 0.2
C 3.6124 -3.7456 -4.8533 -0.1 0.1 0.1
C 4.5391 -4.7013 -5.0113 0.0 0.0 0.1
O 5.0917 -5.3678 -4.0093 0.0 0.0 0.0
C 5.0536 -5.1174 -6.3698 0.0 0.1 -0.2
O 5.9026 -5.9902 -6.3900 0.0 0.0 0.0
C 4.5161 -4.4669 -7.5473 0.1 -0.1 0.0
C 3.5897 -3.5120 -7.3905 0.0 0.0 -0.1
O 3.0300 -2.8508 -8.3916 0.0 0.0 -0.1
H 3.2578 -3.4309 -3.8821 0.1 0.0 0.0
H 5.7303 -5.9858 -4.4163 0.0 0.0 -0.1
H 4.8825 -4.7740 -8.5164 0.0 0.0 0.0
H 2.4091 -2.2176 -7.9791 0.0 0.0 0.1
```
Forces are in eV/Å.

The HOMO energy comes out at -8.8188 eV. The calculation puts the lowest unoccupied orbital energy at -1.5785 eV. Its calculated total energy is -67291.8650 eV. The structure (SMILES) is CCCCCCCCCCc1cc(O)c(CCCCCN)c2c1C(=O)c1ccccc1C2=O.O=C1C=C(O)C(=O)C=C1O.O=C1C=C(O)C(=O)C=C1O. The multiplicity is 1. As for the maximum force: 0.42 eV Å⁻¹. The charge is 0.

Atom charges from the Mulliken analysis, given in e for atoms 1 to 6: number 1, C, carries -1.37; number 2, C, carries -0.32; number 3, C, carries -0.51; number 4, C, carries -1.01; number 5, C, carries -0.28; number 6, C, carries -0.81

Here is C41H48BrClN5O4S2W as an isolated structure from OMol25. Energies are from ωB97M-V/def2-TZVPD.

Structure (XYZ):
```
103
Properties=species:S:1:pos:R:3:forces:R:3
W -0.5753 -1.0760 0.6449 0.5 0.3 -0.3
S -1.2259 -5.3008 2.4813 0.0 0.0 0.0
C -0.9502 -4.2365 3.8277 0.0 0.0 0.0
C -0.9176 -4.5583 5.1805 0.0 0.0 0.0
C -0.5896 -3.5592 6.0733 0.0 0.0 0.0
C -0.2785 -2.2720 5.6217 0.0 0.0 0.0
C -0.3178 -1.9542 4.2803 0.0 0.0 0.0
C -0.6841 -2.9450 3.3697 0.1 0.0 0.0
N -0.7620 -2.8273 1.9803 0.0 0.1 -0.1
C -0.9959 -3.9843 1.4070 0.1 0.0 0.1
C -1.0027 -4.0357 -0.0400 0.0 0.0 0.0
C -1.2655 -5.1922 -0.7758 0.0 0.0 0.0
C -1.2522 -5.1232 -2.1547 0.0 0.0 0.0
C -0.9858 -3.9038 -2.7778 0.0 0.0 0.0
C -0.7333 -2.7624 -2.0324 0.0 0.0 0.0
C -0.7119 -2.7995 -0.6339 -0.1 0.0 0.0
H -1.1265 -5.5638 5.5194 0.0 0.0 0.0
H -0.5519 -3.7795 7.1312 0.0 0.0 0.0
H 0.0054 -1.5128 6.3382 0.0 0.0 0.0
H -0.0537 -0.9643 3.9395 0.0 0.0 0.0
H -1.4745 -6.1309 -0.2753 0.0 0.0 0.0
H -1.4453 -6.0076 -2.7467 0.0 0.0 0.0
H -0.9745 -3.8482 -3.8592 0.0 0.0 0.0
H -0.5477 -1.8332 -2.5563 0.0 0.0 0.0
C 2.0804 0.2042 -6.8318 0.0 0.0 0.0
C 2.1542 1.4545 -5.9444 0.0 0.0 0.0
C 3.6169 1.9023 -5.8163 0.0 0.0 0.0
C 1.3642 2.5745 -6.6214 0.0 0.0 0.0
C 1.6063 1.1205 -4.5589 0.0 0.0 0.0
C 2.2043 0.1240 -3.7986 0.0 0.0 0.0
C 1.6952 -0.2091 -2.5627 0.0 0.0 0.1
Br 2.5939 -1.6141 -1.6487 0.0 0.0 0.0
C 0.5701 0.4269 -2.0012 -0.2 0.0 -0.2
O 0.0540 -0.0055 -0.8392 0.2 -0.2 0.2
C -0.0042 1.4883 -2.7273 0.0 0.0 0.0
C 0.5233 1.7688 -3.9914 0.0 0.0 0.0
C -1.2086 2.3521 -2.2986 0.0 0.0 0.0
C -0.8951 3.8376 -2.5575 0.0 0.0 0.0
C -2.4256 1.9316 -3.1360 0.0 0.0 0.0
C -1.5951 2.2637 -0.8220 0.0 0.0 0.0
H 2.4763 0.4244 -7.8250 0.0 0.0 0.0
H 1.0477 -0.1319 -6.9421 0.0 0.0 0.0
H 2.6617 -0.6197 -6.4156 0.0 0.0 0.0
H 4.0224 2.1448 -6.8003 0.0 0.0 0.0
H 4.2412 1.1204 -5.3819 0.0 0.0 0.0
H 3.6964 2.7895 -5.1854 0.0 0.0 0.0
H 1.7900 2.7716 -7.6060 0.0 0.0 0.0
H 1.4089 3.5037 -6.0499 0.0 0.0 0.0
H 0.3164 2.3021 -6.7632 0.0 0.0 0.0
H 3.0663 -0.4167 -4.1650 0.0 0.0 0.0
H 0.0414 2.5437 -4.5660 0.0 0.0 0.0
H -0.7069 4.0655 -3.6045 0.0 0.0 0.0
H -0.0219 4.1500 -1.9812 0.0 0.0 0.0
H -1.7447 4.4454 -2.2410 0.0 0.0 0.0
H -2.2446 2.0586 -4.2042 0.0 0.0 0.0
H -3.2957 2.5343 -2.8648 0.0 0.0 0.0
H -2.6644 0.8802 -2.9561 0.0 0.0 0.0
H -0.7523 2.4796 -0.1674 0.0 0.0 0.0
H -2.0013 1.2905 -0.5638 0.0 0.1 0.0
H -2.3706 3.0099 -0.6300 0.0 0.0 0.0
Cl -3.5789 4.6135 6.3414 0.0 0.0 0.0
C -2.8960 3.5018 5.2093 0.0 0.0 0.0
C -3.4139 2.2166 5.1229 0.0 0.0 0.0
C -2.8643 1.3302 4.2145 0.0 0.0 0.0
C -1.8069 1.7281 3.4016 0.0 0.0 0.0
C -1.2960 3.0186 3.5025 0.0 0.0 0.0
C -1.8400 3.9120 4.4068 0.0 0.0 0.0
C -1.2137 0.7876 2.4338 -0.1 -0.1 0.0
O -0.1992 1.0559 1.7575 0.0 -0.1 0.0
O -1.7519 -0.3711 2.2671 -0.2 -0.1 0.1
H -4.2327 1.9230 5.7644 0.0 0.0 0.0
H -3.2413 0.3187 4.1412 0.0 0.0 0.0
H -0.4768 3.3136 2.8606 0.0 0.0 0.0
H -1.4577 4.9190 4.4957 0.0 0.0 0.0
C -4.2563 -2.4664 -1.2761 0.0 0.0 0.0
S -3.6610 -1.7853 0.2583 0.0 0.1 0.0
C -4.9812 -0.6472 0.6246 0.0 0.0 0.0
O -2.5279 -0.8427 -0.1797 -0.3 0.0 -0.1
H -4.4347 -1.6535 -1.9785 0.0 0.0 0.0
H -5.1690 -3.0268 -1.0750 0.0 0.0 0.0
H -3.4789 -3.1337 -1.6470 0.0 0.0 0.0
H -5.8915 -1.2126 0.8214 0.0 0.0 0.0
H -5.1078 0.0299 -0.2189 0.0 0.0 0.0
H -4.6793 -0.0974 1.5139 0.0 0.0 0.0
C 4.3746 0.3530 4.4057 0.0 0.0 0.0
C 4.7450 1.0408 3.0948 0.0 0.0 0.0
C 3.8447 2.2465 2.8283 0.0 0.0 0.0
C 4.7723 0.0443 1.9356 0.0 0.0 0.0
N 3.4905 -0.6344 1.7419 0.0 0.0 0.0
C 2.3278 -0.1649 1.3173 0.0 0.0 0.0
N 1.4655 -1.1590 1.3637 -0.1 0.0 0.0
N 2.1282 -2.2473 1.8093 0.0 0.0 0.0
N 3.3407 -1.9377 2.0414 0.0 0.0 0.0
H 4.4292 1.0595 5.2336 0.0 0.0 0.0
H 5.0420 -0.4809 4.6265 0.0 0.0 0.0
H 3.3520 -0.0325 4.3708 0.0 0.0 0.0
H 5.7764 1.3970 3.1708 0.0 0.0 0.0
H 2.7881 1.9897 2.9426 0.0 0.0 0.0
H 3.9971 2.6581 1.8280 0.0 0.0 0.0
H 4.0576 3.0378 3.5464 0.0 0.0 0.0
H 5.4843 -0.7542 2.1346 0.0 0.0 0.0
H 5.0397 0.5233 0.9936 0.0 0.0 0.0
H 2.1179 0.8334 0.9792 0.0 0.0 0.0
```
Forces are in eV/Å.

The HOMO energy (alpha / beta) comes out at -9.6437 / -10.3230 eV. The calculation puts the lowest unoccupied orbital energy (alpha / beta) at -2.4784 / -3.0351 eV. Its calculated total energy is -164995.4514 eV. The multiplicity is 3. As for the maximum force: 0.65 eV Å⁻¹. The charge is +1.

Atom charges from the Mulliken analysis, given in e for atoms 1 to 6: number 1, W, carries 0.71; number 2, S, carries -0.42; number 3, C, carries 0.68; number 4, C, carries -0.71; number 5, C, carries -0.65; number 6, C, carries -1.19

Q: Look up the maximum force of the second one.
A: 0.65 eV Å⁻¹

Q: Look up the multiplicity of the second one.
A: 3